The following is a DFT calculation (ωB97M-V with the def2-TZVPD basis set) of a cluster of 8 separate species, C15H34Cl2N4O17 in total.

## Properties
SMILES string: C[N+](=O)[O-].C[N+](=O)[O-].C[N+](=O)[O-].C[N+](=O)[O-].COC(=O)OC.COC(=O)OC.COC(=O)OC.ClCCCl
2S+1: 1
LUMO: -0.0074 Ha
ΔE to the lowest compared entry with this formula, charge and spin: 126.9 kJ/mol
Energy: -3009.9870 Eh
Kohn-Sham gap: 10.046 eV
Charge: 0

Cartesian coordinates (Å):
C (-14.31285, 0.26280, -8.54955)
N (-15.28661, 1.30185, -8.98227)
O (-14.96108, 2.46054, -8.63868)
O (-16.29827, 0.98953, -9.57308)
H (-13.32087, 0.57832, -8.87286)
H (-14.71072, -0.62042, -9.04927)
H (-14.30723, 0.12348, -7.46850)
C (-16.81990, -3.06299, -3.56605)
N (-18.17242, -2.45811, -3.42643)
O (-18.73096, -2.25411, -4.42448)
O (-18.60764, -2.16812, -2.35307)
H (-16.92571, -4.14779, -3.55547)
H (-16.25833, -2.62692, -2.73986)
H (-16.43123, -2.61818, -4.48212)
C (-11.67816, -2.13542, -5.63781)
N (-10.95114, -1.07038, -6.43852)
O (-9.71792, -1.19908, -6.40114)
O (-11.55321, -0.22529, -7.05487)
H (-12.71123, -2.22599, -5.97347)
H (-11.72907, -1.77910, -4.60895)
H (-11.24101, -3.12901, -5.73675)
C (-8.66341, 2.32374, -4.95108)
N (-8.95177, 0.97516, -4.43145)
O (-10.06975, 0.84015, -4.07072)
O (-8.07591, 0.10406, -4.36057)
H (-8.62961, 2.96009, -4.06677)
H (-9.43816, 2.63399, -5.65223)
H (-7.64906, 2.39734, -5.34320)
C (-18.09174, 1.79995, -3.17715)
O (-16.70075, 1.99225, -3.44838)
C (-15.88415, 0.92026, -3.67911)
O (-16.21993, -0.23277, -3.76172)
O (-14.62121, 1.37102, -3.95073)
C (-13.60685, 0.34434, -4.11970)
H (-18.20474, 1.12332, -2.33010)
H (-18.53349, 1.37748, -4.07964)
H (-18.64309, 2.72778, -3.02469)
H (-13.25692, -0.29284, -3.30752)
H (-12.74612, 0.90647, -4.48198)
H (-13.93894, -0.32206, -4.91576)
C (-18.96765, -1.08434, -7.22735)
O (-19.80441, -0.25315, -6.33769)
C (-20.03443, 0.99923, -6.69675)
O (-19.84210, 1.48573, -7.80028)
O (-20.53484, 1.60948, -5.64953)
C (-21.11919, 2.86380, -5.69047)
H (-18.11223, -1.52421, -6.71465)
H (-18.53350, -0.58316, -8.09247)
H (-19.50579, -1.90256, -7.70592)
H (-20.29406, 3.50278, -5.37588)
H (-21.92571, 2.87526, -4.95734)
H (-21.60081, 3.10009, -6.63932)
C (-12.55591, 8.53861, -5.11849)
O (-13.55448, 7.62143, -4.67455)
C (-13.30500, 6.31760, -4.54806)
O (-12.32271, 5.79652, -5.04897)
O (-14.22606, 5.76381, -3.77562)
C (-14.24874, 4.33912, -3.49491)
H (-12.52592, 8.53077, -6.20805)
H (-11.57101, 8.58010, -4.65336)
H (-12.77965, 9.52256, -4.70631)
H (-14.27160, 3.78555, -4.43360)
H (-14.98063, 3.92948, -2.79874)
H (-13.30593, 4.05150, -3.02963)
Cl (-17.29681, 4.50793, -5.77344)
C (-17.81156, 6.13930, -5.18677)
C (-17.73052, 6.26713, -3.67559)
Cl (-18.85985, 5.12395, -2.87209)
H (-18.77963, 6.44230, -5.58568)
H (-17.16816, 6.87518, -5.66910)
H (-17.95344, 7.24196, -3.24186)
H (-16.69625, 6.09931, -3.37520)

Taken from the Löwdin analysis, the atomic charges in e are: C 0.03; N -0.43; O 0.03; O 0.08; H 0.09; H 0.10; H 0.08; C 0.03; N -0.50; O 0.09; O 0.08; H 0.10; H 0.09; H 0.08; C 0.05; N -0.41; O 0.05; O 0.06; H 0.08; H 0.09; H 0.10; C 0.05; N -0.46; O 0.05; O 0.06; H 0.10; H 0.11; H 0.10; C -0.04; O -0.04; C -0.52; O 0.12; O -0.03; C -0.04; H 0.10; H 0.09; H 0.00; H 0.10; H 0.08; H 0.07; C -0.01; O 0.01; C -0.62; O 0.11; O -0.02; C -0.05; H 0.07; H 0.08; H 0.09; H 0.07; H 0.10; H 0.10; C -0.05; O -0.01; C -0.60; O 0.11; O -0.01; C -0.03; H 0.10; H 0.09; H 0.09; H 0.08; H 0.09; H 0.09; Cl 0.58; C -0.62; C -0.61; Cl 0.59; H 0.07; H 0.07; H 0.07; H 0.05